Record 1
Molecular formula: C35H29InN3O3PS
Method: DFT, ωB97M-V with the def2-TZVPD basis set

Output
Gap between HOMO and LUMO = 6.397 eV
Net charge = +2
F_max = 1.3 eV Å⁻¹
LUMO level = -7.28 eV
Highest occupied orbital energy = -13.68 eV

Atoms and positions in Å:
In -0.61778 1.03944 1.15501
S 2.32744 0.60223 0.53526
P -1.30963 -1.32401 0.84844
O -3.36829 2.28105 -0.79601
O 1.49205 -0.51969 0.98982
O 3.32621 1.08470 1.43251
N -3.24355 0.93978 -0.44879
N -0.92747 3.18005 0.94810
N 1.14649 1.68996 0.23551
C -1.54776 -1.78925 -1.83628
C 1.47711 5.88970 0.23110
C -5.42997 -1.22476 1.22560
C -4.14157 -0.77072 0.94524
C -0.55790 -2.11598 2.27918
C -2.02515 5.25665 1.35030
C -0.11911 -3.43775 2.25296
C 0.21052 3.84428 0.57350
C -1.99410 3.86829 1.35125
C 2.56890 5.13871 -0.08688
C 0.04770 -2.98840 -3.17495
C 0.04630 -1.96026 4.60924
C 5.03766 -0.24337 -2.27422
C 0.49434 -3.27472 4.57466
C -5.68168 -2.56825 1.43255
C 4.44618 0.06961 -1.06125
C -0.47596 -1.38902 3.46288
C -4.02891 0.63015 0.50252
C -3.07887 -1.69434 0.93329
C -4.64517 -3.48635 1.34932
C 0.26499 5.25129 0.58585
C 0.40679 -4.00976 3.40161
C -3.35433 -3.05173 1.10946
C 2.27848 0.05396 -2.13926
C 2.88685 -0.24994 -3.34173
C 4.92056 -0.70177 -4.75008
C 0.51555 -2.59788 -0.84797
C -1.15812 -2.30643 -3.06034
C 1.35653 3.07240 0.21493
C 3.06683 0.20995 -1.00449
C 4.27382 -0.40248 -3.42992
C -0.70968 -1.94059 -0.72642
C -0.89658 5.94770 0.97176
C 0.87889 -3.13440 -2.07177
C 2.52189 3.72798 -0.09197
H 1.20295 0.17264 -2.08516
H -6.24732 -0.51375 1.24003
H 1.82112 -3.65890 -2.16482
H 0.33927 -3.40990 -4.12890
H 6.11283 -0.35909 -2.32441
H 0.91455 -3.72390 5.46433
H -1.80555 -2.19358 -3.92059
H -6.69028 -2.90323 1.63613
H -3.08224 2.32106 -1.71792
H -2.92849 5.76374 1.65820
H 4.35576 -1.45163 -5.30449
H 1.18415 -2.67597 -0.00177
H -2.50010 -1.28376 -1.74093
H 0.10708 -1.38553 5.52349
H -0.17990 -4.02638 1.34650
H -0.88551 7.03127 0.98258
H 5.04454 0.20401 -0.16868
H 1.51952 6.97080 0.21824
H 4.95755 0.19946 -5.36581
H 5.94009 -1.06115 -4.62227
H -0.84678 -0.36455 3.52069
H -2.55607 -3.78323 1.07813
H -4.83763 -4.54267 1.48613
H 3.50069 5.62498 -0.34341
H 3.41363 3.17060 -0.34471
H 0.75284 -5.03459 3.37633
H -4.70694 1.38392 0.90465
H -2.86043 3.30275 1.67091
H 2.28013 -0.36945 -4.23201

Atoms 1-3, force components in eV/Å:
In 0.38 0.01 -1.20
S -0.12 -0.46 0.14
P -0.29 -0.28 0.32

Record 2
Molecular formula: C35H30As2F5NO4RhS
Method: DFT, ωB97M-V with the def2-TZVPD basis set

Output
Gap between HOMO and LUMO (spin up / spin down) = 8.032 / 8.032 eV
Net charge = +1
F_max = 2.0 eV Å⁻¹
LUMO level (spin up / spin down) = -3.89 / -3.89 eV
Highest occupied orbital energy (spin up / spin down) = -11.92 / -11.92 eV

Atoms and positions in Å:
Rh -0.36122 0.10130 0.34211
As -0.34857 -0.40099 -1.98102
As 1.19744 -1.67723 0.52178
S -1.05315 2.78072 0.74641
F -1.68178 -1.81772 2.77610
F -2.62217 0.11892 2.52947
F -3.70490 -1.68137 2.00957
F -1.71208 -2.36790 0.23379
F -2.95839 -0.63858 -0.24319
O -1.93510 1.82279 0.04590
O 0.25372 1.63405 3.96698
O -0.25726 3.59853 -0.14111
O 1.50770 1.45353 -0.63225
N -0.19667 1.83169 1.71899
C 0.55649 2.94152 -4.31623
C -2.62984 4.85190 1.87021
C 0.29044 -5.18418 2.62718
C 4.89154 0.36483 0.73149
C 3.62198 0.91008 2.70304
C -1.44105 -1.63010 -2.99882
C 1.66267 -2.27943 -1.27219
C 2.73002 -0.63284 1.08626
C 1.42761 -1.16580 -2.28547
C -0.28984 2.20644 3.05542
C -2.23223 -3.84659 -3.49486
C -2.50704 -1.10101 2.00549
C -2.54933 -2.07883 -5.08693
C -0.44102 1.24893 -2.94235
C 2.46656 -4.45720 3.34743
C -1.51657 4.08072 4.35292
C -2.70109 -3.40687 -4.72525
C 0.20524 -4.09545 1.77457
C 4.76191 1.06477 1.92369
C 3.87573 -0.48578 0.31105
C 1.41907 -5.36226 3.41508
C -2.40059 5.14769 4.26186
C 2.60520 0.06550 2.28522
C -1.74793 3.13537 -3.64660
C -2.95168 5.52758 3.03930
C 1.26087 -3.18664 1.70920
C -0.64521 3.63570 -4.32467
C -1.91953 -1.18666 -4.22892
C -1.75751 3.78720 1.99056
C -1.60763 -2.96369 -2.62854
C -1.64949 1.94146 -2.94988
C 2.39249 -3.36080 2.50050
C 0.66528 1.74564 -3.62238
C -1.94421 -1.04036 0.55426
C -1.19997 3.39602 3.19463
H 3.34693 -4.59612 3.96062
H 2.69362 -2.63116 -1.24048
H 1.71113 -0.01488 2.89301
H -2.92212 -1.72683 -6.03972
H -1.07968 3.77619 5.29448
H 2.15238 -0.36116 -2.18099
H 1.10058 2.34179 -0.67777
H -2.68460 3.67651 -3.65562
H 1.60834 1.21688 -3.61658
H -0.72108 4.57114 -4.86334
H -0.52990 -5.88711 2.68291
H -2.66825 5.69747 5.15420
H -2.50792 1.56145 -2.41193
H 1.45582 -1.54401 -3.30723
H 5.78150 0.47875 0.12684
H 1.47990 -6.20722 4.08815
H 3.50851 1.45551 3.63061
H -3.04427 5.14648 0.91584
H 5.54928 1.73443 2.24378
H -3.18480 -4.10049 -5.40019
H 3.21416 -2.65995 2.46148
H -2.35977 -4.88064 -3.20270
H -3.63540 6.36469 2.99842
H -1.80675 -0.15500 -4.52880
H 1.03971 -3.14868 -1.49116
H 3.99530 -1.02762 -0.61894
H 1.41339 3.33045 -4.85001
H -0.68165 -3.96054 1.17640
H -1.27440 -3.32365 -1.66849
H 2.22114 1.52871 0.01740

Atoms 1-3, force components in eV/Å:
Rh -0.69 0.48 -1.82
As 0.43 -0.52 -0.16
As 0.87 0.74 0.44

Record 3
Molecular formula: C35H30Br2CuGeN4O4S2
Method: DFT, ωB97M-V with the def2-TZVPD basis set

Output
⟨S²⟩ = 0.7537
Gap between HOMO and LUMO (spin up / spin down) = 5.551 / 5.550 eV
Net charge = -2
F_max = 1.7 eV Å⁻¹
LUMO level (spin up / spin down) = 3.74 / 3.74 eV
2S+1 = 2
Highest occupied orbital energy (spin up / spin down) = -1.81 / -1.81 eV

Atoms and positions in Å:
Br -1.40229 -7.19479 3.96557
Br 1.95776 -2.46341 -1.11085
Ge 0.90739 2.78862 -2.52358
Cu 0.85660 -1.07001 0.49528
S -5.23362 -1.49933 -1.82103
S -2.32944 -2.13763 -2.32785
O 1.24126 0.58749 -0.20572
O 2.06820 -1.96699 2.35277
O 0.15124 -2.58395 1.42759
O 3.31013 0.95563 0.56796
N -3.37452 -1.05326 -0.07804
N -2.29893 -0.66712 0.56760
N -0.08545 0.12017 2.16600
N 1.98674 -5.12883 5.00807
C 2.51547 0.81725 -0.35423
C 3.02228 0.86743 -1.81074
C -0.01741 -5.88723 3.98748
C -3.05265 3.29434 -4.05417
C 4.09789 4.88937 -4.50170
C -5.66184 -3.01685 -0.92036
C -0.65320 3.29193 -0.06572
C 0.50282 3.61601 -0.77142
C 0.98480 -5.99889 4.93587
C 2.46543 6.53851 -3.90633
C -0.71434 2.82889 -3.65577
C -0.30967 -0.17340 4.90981
C 1.67696 5.54753 -3.34079
C -0.01825 -4.83976 3.08674
C -2.94672 2.79088 -5.34166
C 0.85683 0.57838 2.98469
C 2.07229 4.20908 -3.34785
C 1.91609 1.10279 -2.84254
C -0.62331 2.32959 -4.95302
C -1.94215 3.31889 -3.22204
C -3.45689 -1.46096 -1.30298
C -0.93674 3.90930 1.14282
C 1.11256 5.14536 1.00257
C -0.05887 4.84060 1.67983
C -1.20286 -0.44190 2.69063
C 2.00817 -4.12656 4.13238
C 0.79661 0.45369 4.36160
C -2.26932 -0.91685 1.82660
C 3.68016 6.21169 -4.49520
C 1.38494 4.53987 -0.21708
C 1.02783 -3.93250 3.16482
C 1.10331 -2.73477 2.24946
C -1.72509 2.31374 -5.79207
C 3.29952 3.90445 -3.93291
C -1.32165 -0.60581 4.07735
H 3.49493 -0.10469 -1.96694
H 5.04862 4.62564 -4.95174
H -1.63684 1.90935 -6.79370
H -4.00881 3.64820 -3.68814
H 2.29965 4.78607 -0.74412
H 1.81710 5.85356 1.42445
H -0.78908 -4.70451 2.33983
H 0.98509 -6.80298 5.66319
H -0.27570 5.31673 2.62959
H 4.29563 6.98248 -4.94487
H -5.80012 -2.79879 0.13749
H 2.32689 1.14619 -3.85600
H -2.03821 3.71130 -2.21730
H -3.04172 -1.53782 2.28496
H 3.78940 1.64422 -1.88119
H -3.81964 2.75384 -5.98175
H -1.31094 2.51885 -0.44071
H -4.85905 -3.74097 -1.05178
H 0.73256 5.81369 -2.87657
H 2.13634 7.57183 -3.89109
H -0.38245 -0.32269 5.98104
H 1.60608 0.81114 4.98305
H 1.70415 1.04365 2.48867
H 3.64384 2.87654 -3.94122
H -6.58666 -3.40719 -1.34506
H 0.32381 1.93285 -5.30429
H 1.21194 0.27106 -2.81338
H 2.84038 -3.43709 4.18790
H -1.84612 3.65056 1.67406
H -2.20810 -1.08475 4.47564

Atoms 1-3, force components in eV/Å:
Br 0.03 0.05 -0.02
Br 0.20 -0.13 -0.28
Ge 0.38 0.37 -0.52

Record 4
Molecular formula: C35H30BrClHfI2N2O4PSbSe4
Method: DFT, ωB97M-V with the def2-TZVPD basis set

Output
Gap between HOMO and LUMO = 4.266 eV
F_max = 2.3 eV Å⁻¹
LUMO level = -1.68 eV
Highest occupied orbital energy = -5.94 eV

Atoms and positions in Å:
Hf 0.68944 -0.02647 0.66001
I -0.75607 1.98468 -1.37651
I -3.08261 2.91588 1.17963
Sb 2.78644 -2.21344 -3.41145
Br -6.18996 -2.45112 2.10714
Se 3.66942 -2.95809 -5.94255
Se 2.67847 -0.86236 -5.56085
Se 0.62661 -3.33831 -3.23700
Se 1.67060 -0.14008 -1.56346
Cl 5.69059 -4.79468 -0.77499
P 1.57653 2.69154 1.51037
O -1.46505 -0.29227 1.35898
O -1.09027 -1.41937 -0.93787
O 0.86532 -2.02310 1.04360
O 2.45345 -0.07635 1.81148
N -2.49309 -2.57433 -3.29920
N -4.33093 -3.70227 -2.73024
C 4.29020 -3.96314 -0.19901
C 1.95546 -2.66273 0.66174
C -3.38272 -2.89800 -2.31791
C -0.30272 6.13763 0.32083
C -2.48503 -1.14276 0.91812
C 2.88065 2.98463 0.26360
C -0.77882 5.82698 2.65383
C -2.91320 -3.21348 -4.44227
C 1.86999 -3.85116 -0.07280
C -4.06376 -3.91552 -4.06722
C -2.30037 -1.67857 -0.35862
C -4.24937 -4.72107 -6.29091
C -2.37401 3.25593 -0.78087
C 3.39427 -0.88433 1.56612
C 2.46279 2.82155 3.09946
C 3.76594 3.06717 5.55125
C 4.04368 3.95885 4.52299
C 0.62209 4.24312 1.49206
C -2.39377 -3.24468 -5.73542
C 4.41490 -2.81823 0.52166
C -4.62259 -2.12374 1.10288
C -0.93187 6.55761 1.48363
C 3.39298 3.83946 3.30623
C -0.00935 4.67573 2.65728
C -3.62283 -1.34190 1.66286
C 2.19389 1.93306 4.13486
C 3.01152 -4.47624 -0.50355
C -3.35270 -2.39155 -0.93479
C -3.08640 -4.00958 -6.64780
C 2.83831 2.05570 5.35842
C -1.18338 -0.21125 2.77127
C 0.47301 4.98569 0.32333
C -4.50315 -2.62517 -0.17088
C -4.75013 -4.68804 -5.00903
C 3.24903 -2.12902 0.94577
H -1.26045 6.15459 3.56570
H 4.39666 -0.54221 1.84566
H 2.49720 2.76056 -0.73058
H 3.69824 2.29251 0.46268
H -1.53153 7.45822 1.48095
H -5.63877 -5.23659 -4.72697
H -4.75385 -5.31046 -7.04554
H 4.27653 3.15995 6.50063
H -0.82672 -1.17237 3.14140
H -0.40690 0.57118 2.85848
H 3.24640 4.01068 0.30391
H -1.48953 -2.71219 -5.99776
H -5.29570 -3.20021 -0.62700
H 5.39398 -2.41035 0.73808
H -2.72214 -4.07245 -7.66470
H -2.02800 0.16267 3.34465
H 2.62322 1.35545 6.15481
H -0.40588 6.71156 -0.59135
H -3.74970 -0.90643 2.64250
H -1.71538 -1.93125 -3.26053
H 0.96394 4.67436 -0.58998
H 4.76603 4.75065 4.67109
H 1.49730 1.11796 3.98144
H 3.60281 4.55281 2.51885
H 0.89807 -4.25471 -0.30897
H 2.93340 -5.37300 -1.10424
H 0.11042 4.11592 3.57774
H -0.69940 -2.16220 -1.47850
H -3.19913 3.07966 -1.46064
H -2.03255 4.28284 -0.82596

Atoms 1-3, force components in eV/Å:
Hf -0.27 -0.42 -2.28
I -0.02 -0.17 0.12
I -0.04 -0.04 0.09

Among the records above, which one has the lowest F_max?
C35H29InN3O3PS

F_max of number 2 (C35H30As2F5NO4RhS)?
2.0 eV Å⁻¹

Which value of F_max does entry 1 give?
1.3 eV Å⁻¹

The highest F_max belongs to which entry?
C35H30BrClHfI2N2O4PSbSe4